1.
Molecular formula: C5H11NO
Method: DFT, the ωB97M-V functional and the def2-TZVPD basis

Structure (XYZ):
```
18
Properties=species:S:1:pos:R:3:forces:R:3
O -1.854783 -0.599054 -0.433215 -4.413 3.344 2.071
N 1.312293 -0.351917 0.542369 -1.693 -3.793 -7.022
C 0.030931 -0.338690 1.194044 1.693 -2.885 2.616
C 1.259947 0.828564 -0.294448 -0.129 4.041 3.776
C 0.891593 -1.215067 -0.763536 -1.945 -1.354 0.026
C -1.047425 0.316727 0.456324 0.289 0.382 -2.890
C -0.207201 1.397458 -0.444325 -2.894 -2.461 -2.530
H -0.930413 1.116002 -1.475273 2.766 1.416 2.253
H 1.629552 -1.070072 -1.606702 -0.290 -0.997 1.319
H -0.032709 -1.452822 1.519237 -0.887 2.081 -0.019
H 0.330669 0.310931 1.996910 -0.907 0.242 1.417
H 1.959230 0.862362 -1.101361 0.202 0.091 -0.383
H -2.922760 -0.145147 -0.285131 4.840 -2.346 -0.922
H 1.589677 1.405874 0.586600 0.706 1.942 -1.119
H -0.076110 -0.571448 -1.239226 2.680 -2.846 1.178
H -1.733975 0.770880 1.088388 -1.051 0.914 1.273
H 0.558183 -2.398893 -0.458727 1.087 3.372 -1.182
H -0.286200 2.494231 -0.243929 -0.054 -1.142 0.139
```
Positions in Å, forces in eV/Å.

Values from the calculation:
Lowest unoccupied orbital energy in eV: 0.585
Orbital gap in eV: 9.93
Structure (SMILES): CN1CC[C@@H](O)C1
Energy above the lowest of the compared OMol25 structures with the same formula, charge and spin in kJ/mol: 615.53
Molar mass in g/mol: 101.15

Mulliken population analysis, charges in e, atoms 1 to 4: number 1, O, carries -0.5690; number 2, N, carries -0.3729; number 3, C, carries -0.6411; number 4, C, carries -0.6575

2.
Molecular formula: C49H109FO31S9
Method: DFT, the ωB97M-V functional and the def2-TZVPD basis

Structure (XYZ):
```
199
Properties=species:S:1:pos:R:3:forces:R:3
S 19.619620 -4.112250 9.784539 -0.598 -0.881 -0.734
S 15.528033 -8.743409 8.702781 0.714 -0.507 -0.646
S 8.323726 -5.257222 9.989339 -1.079 -1.506 -0.840
S 8.939450 -7.373599 4.644512 1.488 -0.928 0.258
S 14.733761 -10.140121 12.828994 0.580 2.315 -0.277
S 9.982888 -6.320866 14.039824 -0.557 0.432 -0.337
S 10.159211 -3.184811 6.272964 -0.112 0.670 0.667
S 17.743624 -5.979811 14.068172 0.143 1.777 0.045
S 15.947258 -0.854831 14.434821 0.585 0.728 0.460
F 15.414683 -5.587940 11.177912 -0.032 0.084 0.041
O 14.268002 -8.268484 9.198227 0.275 -0.360 -0.344
O 8.647223 -5.823025 14.299412 1.168 -0.631 -0.343
O 19.917882 -3.543052 11.064043 0.050 0.013 -0.261
O 7.303131 -5.085754 11.212847 0.558 -0.466 -0.263
O 14.595930 -0.356145 14.534715 0.912 -0.493 0.047
O 18.083322 -6.722196 12.882821 -0.609 -0.224 0.805
O 9.151569 0.117110 9.732615 0.373 -0.204 -0.128
O 8.115043 -6.374790 5.271156 0.160 -0.521 -0.588
O 16.120646 -5.842218 14.121631 1.391 -0.355 -0.645
O 10.056177 -2.388208 4.865687 -0.213 -0.501 0.886
O 9.178197 -4.111253 9.905333 0.000 0.389 0.025
O 16.666292 -8.785834 9.594118 -0.621 0.254 -0.733
O 8.852283 -3.685530 6.596538 0.793 0.361 -0.605
O 16.238834 -1.957344 15.596107 -0.445 0.456 -1.171
O 9.818202 -7.556902 13.008952 0.089 1.080 1.090
O 13.502279 2.782084 9.252203 -0.729 -0.042 0.158
O 13.507352 -10.349000 13.551848 0.924 -0.568 -0.141
O 16.415826 -1.400450 13.190738 -0.115 0.040 0.854
O 15.673384 -4.991454 5.942480 0.394 -0.409 -0.174
O 19.494940 -2.886119 8.755149 0.266 -0.486 0.386
O 18.260785 -0.063791 8.887612 0.559 0.183 0.097
O 8.918820 -6.564855 10.099593 -0.452 1.096 0.255
O 20.441378 -5.149561 9.197874 -0.280 0.931 0.488
O 10.831206 -6.657245 15.162623 -0.409 0.021 -0.881
O 15.047659 -10.842937 11.611852 -0.309 -0.150 0.694
O 15.988918 -10.240324 13.850992 -1.318 -0.099 -0.445
O 15.319877 -10.194233 8.047273 -1.035 0.346 0.286
O 8.422529 -8.528147 3.955326 -0.015 1.072 0.494
O 18.242628 -6.348718 15.379215 -0.604 0.191 -1.231
O 9.918266 -8.017780 5.785806 -0.620 0.798 -0.888
O 11.282180 -4.097423 6.208020 -0.546 0.753 -0.011
C 13.049737 0.577249 9.850155 0.366 -0.604 -0.294
C 14.426703 -4.658896 11.121025 0.276 -0.497 -0.145
C 12.890302 2.217748 8.082867 0.478 -0.040 0.144
C 17.133847 0.389714 15.029972 -0.081 -0.753 0.174
C 16.416498 -1.009883 10.049493 0.801 0.187 0.375
C 15.034662 -2.709027 5.988484 0.607 0.536 -1.368
C 16.014727 -3.741043 5.372810 -0.164 1.216 0.371
C 8.030301 0.518028 11.754035 -0.612 -0.377 0.792
C 16.272497 -1.103026 8.539576 -0.595 -0.660 0.229
C 10.555182 -7.104122 6.700105 -0.478 -0.090 1.998
C 9.100623 -0.351622 11.081899 -0.699 0.196 -0.221
C 11.020830 -8.311863 12.763670 1.243 -0.142 0.228
C 14.416422 -4.878478 6.600368 -0.271 0.139 0.289
C 15.533812 -5.249420 15.282570 -1.193 -0.573 0.408
C 10.840873 -7.931183 7.944689 1.275 -2.165 -1.022
C 7.414703 1.413437 10.660097 0.870 0.109 0.604
C 19.887061 -3.157919 7.381946 0.547 -0.049 0.252
C 18.267452 -10.091683 14.433000 0.333 -0.010 -0.402
C 6.793178 -3.794389 11.473291 -0.411 2.308 1.030
C 16.433129 -11.103503 7.875104 0.634 0.493 1.415
C 17.876692 -0.474935 10.189291 -1.531 0.042 0.486
C 7.241450 -3.311915 12.856745 -0.042 -0.479 -0.356
C 8.535954 1.390708 9.635790 -0.188 0.333 -1.036
C 10.838917 -5.116567 12.972774 -1.106 -1.217 0.921
C 17.303424 -10.101820 13.253127 0.494 -0.803 0.551
C 17.083754 0.093174 8.093243 0.702 0.138 0.187
C 19.463795 -2.002886 6.531851 -0.461 0.166 -0.822
C 12.416055 0.782779 8.462472 -0.318 0.529 0.175
C 13.565923 -2.581680 11.828222 -0.071 -0.150 0.390
C 14.441135 -3.462892 7.151682 -0.205 0.376 -0.074
C 11.034932 -0.954710 3.207047 -0.156 -0.067 -0.335
C 16.297942 -2.387602 17.960806 0.193 -0.166 -0.711
C 10.221328 -6.582006 3.615638 -1.046 -0.382 1.038
C 14.841017 -8.342698 12.565601 -0.040 -0.777 0.365
C 15.943439 -7.863380 7.182498 0.938 -0.021 1.190
C 18.201614 -4.243928 13.644900 0.017 -1.691 0.775
C 17.923211 -4.755216 9.817918 1.805 0.494 0.029
C 11.311911 -1.959982 4.309297 0.413 0.128 -0.591
C 7.104714 -5.324221 8.661746 0.398 -0.219 0.373
C 12.416264 -3.884978 10.118947 0.643 -0.349 0.644
C 14.113898 -4.813938 14.942415 0.111 0.586 0.069
C 13.420744 -4.869818 10.199416 -0.792 0.843 -0.173
C 14.074509 1.678779 9.948467 0.467 0.897 -0.570
C 14.539796 -3.549846 11.946517 0.384 -0.450 -0.894
C 16.696335 -11.878422 9.151215 -0.300 -0.414 0.348
C 15.497469 -1.805067 16.816028 -0.502 0.064 1.025
C 12.490525 -2.799419 10.978619 -0.215 0.829 -0.478
C 11.406548 -8.297999 11.297216 -0.617 -1.453 -0.009
C 10.452455 -1.770899 7.383312 -0.467 -0.914 0.080
H 17.302973 -10.467579 7.689845 0.133 -0.336 -0.416
H 13.568327 -0.381342 9.893204 -0.334 -0.142 0.295
H 5.702367 -3.747847 11.499472 -0.052 -0.805 -0.425
H 16.718322 0.858385 15.919333 -0.223 0.269 -0.251
H 15.038493 -7.971088 13.567734 -0.139 0.158 -0.037
H 17.876978 -3.571429 14.432488 -0.146 0.081 -0.136
H 14.348605 -2.402607 5.190834 -0.590 -0.400 0.358
H 11.451778 -6.644344 6.290953 -0.019 -0.111 -0.253
H 16.133166 -4.423115 15.664730 0.041 -0.131 -0.030
H 17.429990 0.176274 7.062357 -0.171 -0.475 -0.105
H 16.347049 -1.953154 10.587678 -0.341 -0.043 -0.186
H 15.145365 -3.436182 7.988337 -0.146 -0.064 0.050
H 19.871246 -1.032650 6.808681 0.089 -0.168 0.445
H 7.092623 -3.033275 10.747864 0.255 -0.437 -0.354
H 10.511986 -8.619499 10.761802 0.025 0.548 -0.371
H 13.643183 -1.674447 12.416084 -0.085 0.012 -0.046
H 10.372190 -2.078377 8.427958 0.126 -0.469 -0.152
H 17.184765 -1.777824 18.131294 -0.042 -0.054 0.301
H 16.306144 -6.879642 7.483274 -0.483 0.152 -0.141
H 17.692610 -5.022914 8.790234 -0.318 0.061 0.018
H 10.844711 -9.307559 13.168030 -0.114 -0.123 -0.428
H 12.105824 2.902901 7.769291 -0.134 -0.112 0.028
H 12.276718 0.653317 10.613043 0.181 -0.048 0.201
H 11.577896 -3.946582 9.440169 0.067 -0.288 -0.085
H 15.001376 1.465616 9.403924 -0.070 -0.600 0.065
H 9.572664 -1.145287 7.242485 0.279 0.288 -0.283
H 18.376849 -1.910625 6.489033 0.032 0.032 0.093
H 15.115976 -7.855884 6.484306 -0.071 0.048 0.096
H 6.954447 -2.283516 13.079088 -0.145 0.046 -0.349
H 10.708560 -5.918420 4.328056 0.109 0.305 -0.347
H 9.711219 -6.069410 2.806288 0.150 0.104 -0.037
H 7.242399 -0.115977 12.165998 0.110 -0.032 0.091
H 11.946826 -0.522641 2.792535 0.209 -0.099 0.335
H 7.595511 -5.504690 7.707483 0.081 0.324 -0.004
H 17.027107 -3.429080 5.644556 0.147 -0.591 0.019
H 11.758687 -2.002339 10.892762 -0.153 -0.159 0.031
H 12.105915 -9.113622 11.089554 0.187 0.068 0.293
H 13.886726 -7.973768 12.201956 0.063 -0.095 -0.186
H 20.971227 -3.274670 7.334251 -0.024 0.003 0.219
H 8.228103 1.503655 8.592460 -0.332 -0.201 0.075
H 12.673648 -0.014641 7.764171 0.646 0.395 -0.131
H 18.350580 -11.081916 14.877707 -0.176 0.050 0.160
H 8.409574 1.087673 12.602465 0.163 0.135 -0.182
H 17.771015 -4.077339 12.665069 -0.053 0.252 0.062
H 16.627143 -3.393190 17.692567 -0.008 -0.027 0.168
H 15.535497 -1.760425 6.201519 0.125 -0.302 0.378
H 15.722002 -0.306187 10.504217 -0.124 -0.102 -0.049
H 16.621092 1.063585 8.307504 -0.257 -0.131 0.165
H 14.354779 -5.624732 7.394826 0.109 -0.047 -0.131
H 11.283334 -7.476843 8.821390 -0.473 0.621 -0.087
H 11.950359 -1.489648 5.060652 -0.130 -0.116 0.212
H 8.758268 -1.389111 11.078559 0.289 -0.075 -0.208
H 15.394855 -6.035134 16.029780 0.636 0.098 0.138
H 19.804987 -2.182658 5.508143 -0.032 -0.138 0.016
H 14.533149 -2.313412 16.754367 0.065 0.015 -0.391
H 17.328881 -3.953840 10.246469 -0.359 -0.249 -0.071
H 15.461555 -3.439928 12.501849 -0.245 0.078 0.257
H 15.293548 -0.753120 17.027746 -0.006 0.017 -0.254
H 6.495590 -4.423851 8.682181 0.216 0.142 -0.180
H 13.568556 -5.533564 14.333125 0.191 -0.230 0.103
H 9.880417 -6.329092 7.069236 -0.218 0.209 -0.816
H 10.927854 -4.254220 13.627812 0.376 0.193 -0.296
H 14.402955 1.995155 10.938604 -0.443 0.017 0.136
H 11.330286 0.700556 8.530947 -0.018 0.298 0.119
H 17.409966 -10.997389 12.640422 0.393 0.172 -0.150
H 15.239145 -1.240896 8.210004 0.078 0.629 0.040
H 19.470432 -4.122999 7.089896 -0.227 0.162 -0.229
H 8.327635 -3.377761 12.900378 -0.030 -0.144 0.391
H 7.262115 2.406136 11.080454 -0.160 0.086 -0.248
H 10.542399 -1.408359 2.346253 -0.240 -0.101 0.196
H 10.091036 -0.318763 11.543250 -0.050 0.222 0.077
H 15.942595 -3.710139 4.283161 -0.016 -0.438 -0.033
H 18.475051 -1.265464 10.639137 0.642 0.170 -0.552
H 19.268672 -9.807671 14.101804 -0.049 -0.030 -0.166
H 11.413325 -1.288359 7.238611 -0.235 -0.065 -0.353
H 10.020547 -8.616287 8.161203 -0.519 0.770 0.414
H 16.234003 -11.789193 7.056968 -0.346 0.405 -0.236
H 15.651285 -2.449841 18.833170 0.186 0.106 0.153
H 17.852334 0.369547 10.885847 0.312 0.130 -0.094
H 6.738439 -3.947565 13.583015 0.531 -0.067 0.288
H 18.042313 -5.640183 10.441733 -0.486 0.004 0.116
H 6.468395 -6.179962 8.881238 0.105 -0.027 0.190
H 14.075921 -3.859756 14.418685 0.065 0.015 0.014
H 11.817480 -2.852592 3.940560 0.137 0.094 -0.045
H 13.498657 -3.023817 7.478466 -0.129 -0.387 0.050
H 11.861225 -7.403248 10.878364 -0.341 0.308 0.287
H 11.760587 -5.587662 12.643136 0.193 0.349 0.024
H 17.986201 -9.352051 15.181073 -0.194 -0.065 0.002
H 16.836012 -8.343305 6.780626 -0.220 -0.282 -0.155
H 18.011681 -0.156811 15.373302 -0.013 -0.173 -0.263
H 6.461910 1.023043 10.311528 0.113 -0.070 -0.233
H 17.445187 -9.212162 12.639828 -0.489 0.102 0.070
H 16.774504 -2.032224 8.250466 0.205 0.201 -0.320
H 10.422595 -0.131883 3.574256 -0.049 -0.047 0.032
H 15.825555 -12.383162 9.575827 -0.251 -0.010 -0.552
H 17.449762 1.083998 14.257665 -0.429 0.078 -0.087
H 13.663518 2.215519 7.307809 -0.105 -0.267 -0.222
H 10.143319 -4.969982 12.149641 0.243 0.243 -0.049
H 16.987085 -11.232786 9.976341 0.479 0.092 -0.243
H 15.665916 -8.068855 11.914442 -0.099 -0.149 -0.143
H 9.242136 2.222596 9.752704 0.209 -0.176 0.582
H 17.430730 -12.656964 8.930584 0.196 0.182 0.191
H 13.573952 -4.701350 15.884473 -0.089 -0.021 -0.034
H 11.853647 -7.951781 13.376097 -0.219 0.247 0.110
H 13.598850 -5.058605 5.894787 -0.048 0.166 0.032
H 13.423373 -5.717643 9.527609 0.118 -0.185 0.185
H 10.893598 -7.367401 3.286607 -0.073 -0.021 -0.121
H 11.580266 -8.701528 7.672236 0.289 0.260 -0.104
H 19.286754 -4.283267 13.589612 0.025 0.163 -0.121
```
Positions in Å, forces in eV/Å.

Values from the calculation:
Lowest unoccupied orbital energy in eV: -0.034
Orbital gap in eV: 9.47
Molar mass in g/mol: 1501.98

Mulliken population analysis, charges in e, atoms 1 to 4: number 1, S, carries 1.2782; number 2, S, carries 1.2424; number 3, S, carries 0.5984; number 4, S, carries 1.0692